11
Properties=species:S:1:pos:R:3:forces:R:3:nbo_charge:R:1 method="wB97M-V/def2-TZVPD" molar_mass_g_mol=70.09 e_tot_ha=-231.0925 lumo_ev="-0.8 / -0.8" e_homo_ev="-9.2 / -9.1" homo_lumo_gap_ev="8.38 / 8.32"
O 0.666252 1.262985 -1.402033 -0.2009 -0.3280 0.3562 -0.513
C 0.191335 0.560554 -0.544753 0.1682 0.2710 -0.1897 0.624
C -0.374058 -0.840694 -0.859281 -0.1798 -0.0619 0.0482 -0.701
C -0.383466 -1.662433 0.388065 0.3258 0.1046 -0.3160 0.017
C 0.096076 1.008982 0.900778 -0.0133 0.0241 0.0758 -0.727
H -1.374315 -0.712950 -1.295327 0.1528 0.0136 0.0737 0.229
H 0.286612 -1.268480 -1.628429 -0.0600 0.0259 0.1323 0.263
H 0.691966 -1.756982 0.665920 -0.2145 -0.0356 0.0425 0.082
H -0.271907 0.202639 1.553182 0.0681 0.1293 -0.0953 0.225
H 1.074052 1.356813 1.247152 -0.1403 -0.0333 -0.0849 0.248
H -0.602547 1.849567 0.974727 0.0938 -0.1097 -0.0427 0.254

***

11
Properties=species:S:1:pos:R:3:forces:R:3:nbo_charge:R:1 method="wB97M-V/def2-TZVPD" molar_mass_g_mol=70.09 e_tot_ha=-231.1361 lumo_ev=0.8 e_homo_ev=-9.9 homo_lumo_gap_ev=10.73
C -0.945774 -0.576764 1.245978 0.3213 -0.0037 1.9424 -0.279
C -1.311222 -0.108180 0.215121 0.2831 -0.9647 0.8978 0.025
C -1.538980 0.123473 -1.143669 -1.4236 1.8993 -2.2265 -0.708
C 2.310734 0.188322 0.510084 -1.1333 -0.7922 -1.6135 0.288
O 2.061848 -0.201906 -0.612964 0.5490 0.3494 1.0815 -0.500
H -0.641317 -0.843731 2.241000 -0.1869 -0.0078 -0.4151 0.233
H -1.531751 1.231877 -1.348648 -0.6504 -0.9594 0.0775 0.235
H -0.674587 -0.179490 -1.681725 0.7400 -0.7274 -0.6261 0.253
H 2.377949 1.224197 0.758244 0.3084 1.2758 -0.0153 0.106
H -2.455410 -0.394761 -1.550545 0.9400 0.7650 0.4256 0.241
H 2.348506 -0.463040 1.367128 0.2525 -0.8341 0.4717 0.105

***

11
Properties=species:S:1:pos:R:3:forces:R:3:nbo_charge:R:1 method="wB97M-V/def2-TZVPD" molar_mass_g_mol=70.09 e_tot_ha=-231.1754 lumo_ev=0.6 e_homo_ev=-8.3 homo_lumo_gap_ev=8.94
C 0.394171 -0.875833 -1.478743 -0.4715 0.6278 -0.2466 -0.536
C 0.045413 0.030222 -0.537613 0.6364 -0.7176 -0.8673 0.298
O -0.138582 1.353246 -0.804677 -1.0519 0.1986 0.3388 -0.686
C -0.246275 -0.352231 0.839870 1.6252 0.5500 0.9240 -0.262
C -0.195473 0.502932 1.870247 -0.1224 -0.5134 -0.2342 -0.330
H 0.043013 -0.738119 -2.499987 0.8498 0.3799 -0.1279 0.193
H 1.029332 -1.725796 -1.274214 -0.8084 -0.4674 0.3382 0.215
H -0.323812 1.545288 -1.731987 0.3306 -0.3408 -0.0453 0.488
H -0.308023 -1.419286 1.006498 -0.7541 0.0473 -0.0007 0.216
H 0.281041 1.469659 1.769862 -0.6319 0.2698 -0.1314 0.207
H -0.580804 0.209918 2.840745 0.3983 -0.0340 0.0525 0.198

***

11
Properties=species:S:1:pos:R:3:forces:R:3:nbo_charge:R:1 method="wB97M-V/def2-TZVPD" molar_mass_g_mol=70.09 e_tot_ha=-231.1217 lumo_ev=1.1 e_homo_ev=-9.4 homo_lumo_gap_ev=10.49
C 2.236110 0.134505 0.590596 3.4860 1.3602 3.8759 -0.391
C 1.508053 -0.098593 -0.289907 -2.9811 0.1610 -3.2816 0.311
C -1.123282 -0.262897 0.575165 3.0059 -2.2276 -2.3419 -0.657
C -0.710383 0.166488 -0.943076 -1.7622 -0.5269 2.4302 -0.053
O 0.602839 -0.187162 -1.234310 2.6102 -0.8372 -0.0564 -0.492
H 2.897357 0.526617 1.381510 -0.7569 -0.8081 -1.0528 0.249
H -0.085101 -0.447591 1.061369 -1.9613 0.1239 -0.5473 0.239
H -1.539062 0.513292 1.119470 -1.2352 1.3911 0.8244 0.213
H -1.685181 -1.232554 0.607859 0.3289 1.1100 -0.0253 0.219
H -0.887367 1.208318 -1.121432 0.2679 0.8916 0.2639 0.171
H -1.213979 -0.320425 -1.747239 -1.0022 -0.6380 -0.0891 0.191

***

11
Properties=species:S:1:pos:R:3:forces:R:3:nbo_charge:R:1 method="wB97M-V/def2-TZVPD" molar_mass_g_mol=70.09 e_tot_ha=-231.0555 lumo_ev="0.5 / 0.8" e_homo_ev="-7.3 / -7.6" homo_lumo_gap_ev="7.79 / 8.36"
C 0.798440 -0.934532 0.223724 -0.5716 -2.1377 -1.5275 -0.567
C 1.700276 0.137509 -0.170044 -1.7387 -1.2355 -0.3078 0.077
C -0.160452 0.324469 0.569571 -0.5642 -0.4672 -0.4690 0.211
C -1.594428 0.502682 0.029761 1.5020 -0.0026 0.0205 -0.715
O 0.786509 1.104066 -0.065384 0.6459 0.6989 0.4186 -0.396
H 0.197785 -1.144022 -0.783372 1.1491 -0.0748 1.9288 0.271
H 2.730021 0.222634 -0.141996 1.7460 0.7858 0.0378 0.182
H 1.190720 -2.006233 0.664702 -1.3782 3.0745 -0.6673 0.255
H -2.144223 -0.166650 0.743680 -0.4090 0.7164 -1.4857 0.239
H -1.614410 0.399361 -1.092295 -0.3682 -1.1715 0.9270 0.207
H -1.890236 1.560714 0.021648 -0.0130 -0.1863 1.1247 0.235

***

11
Properties=species:S:1:pos:R:3:forces:R:3:mulliken_spin:R:1 method="wB97M-V/def2-TZVPD" molar_mass_g_mol=70.09 e_tot_ha=-230.9548 spin_multiplicity=3 s_squared=2.02 lumo_ev="0.9 / -2.2" e_homo_ev="-5.0 / -9.5" homo_lumo_gap_ev="5.94 / 7.30"
C -0.917778 1.176813 -0.006573 -0.1561 2.7804 -1.1513 0.826
C 0.015297 0.177831 0.018526 -0.7017 0.1339 0.2873 0.326
C -0.987379 -0.924446 -0.068806 -2.0982 -0.3389 3.6276 -0.026
C 1.468459 0.145259 -0.000590 3.5336 -0.6637 1.6165 0.037
O -2.187170 -0.016275 0.036579 1.5175 -1.1554 0.4876 0.712
H -1.103656 2.269177 -0.003945 0.5941 -1.0003 0.3651 0.037
H -1.073075 -1.444122 -0.943726 -0.1857 -1.5243 -2.4317 0.024
H -1.112834 -1.648312 0.835717 0.8900 1.0206 -1.5346 0.009
H 2.065241 -0.523549 0.775607 -1.7844 0.5087 -1.0316 0.041
H 1.963793 1.131092 0.328832 -0.9616 -1.1184 -1.4350 -0.031
H 1.869103 -0.343466 -0.971619 -0.6475 1.3575 1.2001 0.045

***

12
Properties=species:S:1:pos:R:3:forces:R:3:nbo_charge:R:1 method="wB97M-V/def2-TZVPD" molar_mass_g_mol=86.09 e_tot_ha=-306.3966 lumo_ev=1.0 e_homo_ev=-10.4 homo_lumo_gap_ev=11.40
C -0.580457 -0.966755 -1.381242 0.1111 -0.3514 -0.0784 -0.112
O -1.669242 -0.054128 -1.315883 -0.0749 0.1090 0.2505 -0.476
C -0.437040 0.314735 -0.705339 0.3429 0.2121 0.0741 0.024
C -0.245818 0.317756 0.782208 -0.0400 -0.2168 -0.2351 0.027
C 1.125873 0.441636 1.302556 0.1456 -0.2087 0.1024 -0.112
O 0.200428 1.515677 1.393875 -0.1336 0.1652 0.0535 -0.478
H -0.740520 -1.847229 -0.761000 0.1832 -0.0028 -0.1189 0.180
H -0.092778 -1.141951 -2.341035 -0.3343 0.1112 0.0660 0.186
H 0.055509 1.137469 -1.220844 0.1292 -0.1075 0.0830 0.197
H -0.975920 -0.263194 1.357848 0.1897 0.1768 -0.1658 0.197
H 1.992292 0.608142 0.651365 -0.4617 -0.0505 0.0085 0.184
H 1.367674 -0.062157 2.237493 -0.0571 0.1635 -0.0399 0.183

***

12
Properties=species:S:1:pos:R:3:forces:R:3:nbo_charge:R:1 method="wB97M-V/def2-TZVPD" molar_mass_g_mol=86.09 e_tot_ha=-306.4699 lumo_ev=0.9 e_homo_ev=-10.0 homo_lumo_gap_ev=10.92
O 0.882440 -1.166959 -1.492324 0.1326 0.4925 0.1062 -0.520
C 1.009166 0.028225 -1.369957 -0.0753 -0.3215 -0.0180 0.447
C 0.307940 0.830407 -0.298285 0.0293 -0.0197 0.0380 -0.525
C -0.010444 -0.034223 0.914887 -0.0066 0.0056 0.0270 -0.513
C -1.242131 -0.894034 0.742850 -0.2700 0.1063 -0.1972 0.456
O -2.117496 -0.673815 -0.058331 0.4050 -0.0786 0.3213 -0.524
H 1.679985 0.595078 -2.048690 -0.1675 -0.0465 -0.0299 0.112
H -0.628115 1.216156 -0.727669 0.1595 -0.0413 -0.0042 0.263
H 0.921958 1.697757 -0.032278 -0.0609 -0.1345 -0.0450 0.224
H 0.835314 -0.681903 1.171846 -0.1257 0.0633 -0.0139 0.231
H -0.198728 0.597210 1.794150 -0.0029 -0.0957 -0.0695 0.240
H -1.324800 -1.741831 1.455167 -0.0175 0.0701 -0.1148 0.111

***

12
Properties=species:S:1:pos:R:3:forces:R:3:nbo_charge:R:1 method="wB97M-V/def2-TZVPD" molar_mass_g_mol=86.09 e_tot_ha=-306.4231 lumo_ev=1.1 e_homo_ev=-10.5 homo_lumo_gap_ev=11.54
O 2.028774 0.187816 1.365825 0.2243 -0.1767 -0.7272 -0.534
C 1.794343 0.171245 0.195240 0.7709 -0.0487 0.1754 0.666
O 1.175185 -0.869384 -0.489277 0.0929 0.4979 0.2672 -0.537
C -0.099330 -0.758419 0.103043 -0.4837 0.3132 0.4773 0.067
C -1.313679 -0.392618 -0.653578 -0.3785 -0.1298 -0.2127 -0.430
C -0.654864 0.655999 0.193212 -0.2667 0.0479 0.1745 -0.463
H 1.957768 1.002243 -0.496912 0.5216 0.0794 0.0456 0.119
H -0.190101 -1.371980 0.994002 -0.1492 0.1148 -0.1085 0.206
H -1.223098 -0.257745 -1.725427 -0.0860 -0.0736 0.1082 0.231
H -2.247203 -0.798829 -0.289125 -0.0099 -0.1814 -0.2192 0.225
H -0.206211 1.478145 -0.364842 0.0847 -0.3918 0.2135 0.221
H -1.021586 0.953523 1.167841 -0.3204 -0.0511 -0.1941 0.229

***

12
Properties=species:S:1:pos:R:3:forces:R:3:nbo_charge:R:1 method="wB97M-V/def2-TZVPD" molar_mass_g_mol=86.09 e_tot_ha=-306.3684 lumo_ev=1.0 e_homo_ev=-9.9 homo_lumo_gap_ev=10.90
C 2.075402 -0.759003 -0.390383 -1.3960 -1.7866 1.2359 -0.144
C -0.062325 1.060995 0.548016 3.3505 -0.5742 -1.0944 0.035
C 1.369218 0.440831 0.075647 -1.9833 -0.6152 0.9894 0.476
C -1.282751 0.403501 -0.008351 -1.3883 0.3727 -0.2191 -0.665
O 2.679617 0.169017 0.531424 -0.9501 0.9606 0.2158 -0.474
O 0.853651 1.490901 -0.585717 -0.0751 0.8239 0.4152 -0.490
H 1.836448 -1.834589 -0.028018 0.3518 2.0179 -0.1887 0.181
H 2.532499 -0.785129 -1.345172 0.3332 0.2755 -0.9635 0.187
H -0.101987 1.829974 1.378294 0.1448 -1.1901 -1.1129 0.217
H -2.087470 1.054029 -0.402042 0.7050 0.5691 0.3223 0.223
H -1.856371 -0.200934 0.680294 0.3385 -0.3749 0.5786 0.226
H -1.068354 -0.195666 -0.874459 0.5690 -0.4789 -0.1786 0.229

***

These records have relative energy (zero: lowest compared OMol25 entry of this formula, charge and spin) values of 344.6; 230.1; 126.9; 267.8; 441.7; 328.2; 288.1; 95.6; 218.3; 362.1 kJ/mol, in the order they appear.